Record 1
15
Properties=species:S:1:pos:R:3:forces:R:3:nbo_charge:R:1 method="wB97M-V/def2-TZVPD" e_homo_ev=-8.1 smiles="C=CC(=C)NC" total_charge=0 e_tot_ev=-6818.008 orbital_gap_ev=8.9 e_lumo_ev=0.81
C 2.23955 -0.31235 -1.21368 -2.9 0.2 0.8 -0.373
C 1.66221 -0.41683 0.02852 1.3 1.8 -1.4 -0.224
C 0.28861 0.01504 0.35377 -0.6 2.2 4.5 0.154
C 0.16141 0.75237 1.60646 0.6 -2.5 -4.3 -0.481
N -0.74617 -0.33650 -0.53361 -2.7 1.5 0.1 -0.634
C -2.27679 -0.24132 -0.11356 0.2 -1.4 -1.9 -0.450
H 3.28536 -0.45296 -1.36688 0.5 -0.1 -0.1 0.205
H 1.57248 -0.01327 -2.10993 1.3 -0.8 1.5 0.191
H 2.25442 -0.40516 0.96297 0.1 -0.6 -0.9 0.213
H -0.78706 1.13299 1.94206 -0.1 0.1 0.0 0.201
H 1.08469 0.99793 2.14480 -0.6 -0.3 -0.1 0.203
H -0.69009 0.28106 -1.35509 0.3 -0.6 0.2 0.369
H -2.41191 -1.13497 0.55902 -0.1 1.4 -0.2 0.217
H -2.80309 -0.61307 -1.11241 1.0 1.0 2.0 0.206
H -2.83362 0.74705 0.20755 1.7 -1.8 -0.3 0.203



Record 2
16
Properties=species:S:1:pos:R:3:forces:R:3:nbo_charge:R:1 method="wB97M-V/def2-TZVPD" e_homo_ev=-13.9 total_charge=+1 e_tot_ev=-8300.886 orbital_gap_ev=8.0 e_lumo_ev=-5.93
C -0.12251 -1.16108 0.21983 2.3 0.4 3.4 0.184
C 1.94248 -0.04079 -0.37468 0.6 2.2 1.7 -0.277
C 1.17399 1.28523 0.01498 1.7 -0.4 2.3 -0.270
C -0.84803 0.05013 -0.16979 -3.9 -0.2 -0.8 0.201
C -2.80300 -0.02752 -0.26990 3.4 2.4 0.4 -0.552
N 1.20601 -1.10825 0.29384 -1.1 -1.8 0.0 -0.409
N -0.20153 1.12287 -0.20086 -1.6 1.1 0.4 -0.308
H -0.54096 -1.78548 1.05678 0.0 -0.2 -1.7 0.253
H 1.95955 -0.26569 -1.40050 -0.1 0.1 -1.6 0.234
H 2.98522 0.11408 -0.02352 -0.7 -0.9 0.0 0.257
H 1.37109 1.53591 1.23180 -0.8 -0.8 -3.0 0.254
H 1.55111 2.22344 -0.43810 -0.1 -0.8 -0.2 0.276
H -3.14650 -0.42629 0.65056 0.1 -1.0 0.8 0.214
H -3.03574 -0.63523 -1.13268 -0.1 0.3 -0.1 0.230
H -3.20404 1.04863 -0.18539 1.1 -1.6 -1.0 0.253
H 1.71285 -1.92996 0.72764 -0.7 1.4 -0.5 0.458



Record 3
16
Properties=species:S:1:pos:R:3:forces:R:3:nbo_charge:R:1 method="wB97M-V/def2-TZVPD" e_homo_ev=-12.4 smiles="C/[NH+]=C/CC#CN" total_charge=+1 e_tot_ev=-8301.352 orbital_gap_ev=7.6 e_lumo_ev=-4.80
C -2.29302 0.91233 -0.43039 -0.3 2.6 3.0 -0.417
N -1.03859 0.28322 -0.30678 0.2 -3.4 2.2 -0.401
C -0.87487 -0.92097 0.18900 1.6 0.4 -1.4 0.310
C 0.41244 -1.59831 0.44497 2.2 1.5 3.1 -0.558
C 1.58813 -0.74668 0.19188 0.5 1.1 -0.6 -0.186
C 2.41208 0.14313 0.06503 -1.1 -1.8 -0.3 0.248
N 3.33331 1.05846 -0.19928 -2.1 1.0 0.1 -0.810
H -2.43838 1.02771 -1.41906 -0.7 1.1 -3.5 0.229
H -2.20782 1.94412 0.12906 -0.6 -2.0 -1.2 0.243
H -3.10632 0.32400 -0.09227 -0.6 -0.5 0.8 0.234
H -0.29954 0.92806 -0.48791 1.5 -0.2 0.1 0.448
H -1.63269 -1.66936 0.27858 -1.5 0.6 0.2 0.237
H 0.54083 -1.77412 1.62054 -1.1 0.3 -1.9 0.320
H 0.50892 -2.62669 0.12057 -0.5 -0.1 -0.7 0.298
H 3.19953 1.60797 -1.00962 -0.5 0.6 -0.8 0.398
H 4.26428 0.87586 -0.12268 2.9 -1.1 0.9 0.406



Record 4
16
Properties=species:S:1:pos:R:3:forces:R:3:nbo_charge:R:1 method="wB97M-V/def2-TZVPD" e_homo_ev=-13.4 total_charge=+1 e_tot_ev=-8300.474 orbital_gap_ev=8.6 e_lumo_ev=-4.81
C 0.68352 0.13786 1.42117 -0.5 -0.6 0.0 -0.313
C 0.21142 -0.97572 0.97444 0.3 3.0 -1.3 0.431
C -0.23748 0.41289 -1.20946 0.0 -1.1 -0.5 0.349
C 0.68987 1.48508 0.69688 0.0 0.0 1.9 -0.214
C -0.36238 -2.25843 0.92158 0.9 -0.4 2.9 -0.756
N 0.42758 1.45167 -0.70802 -1.8 1.3 -2.3 -0.591
N -0.82429 0.35207 -2.44255 0.5 -1.8 1.3 -0.799
H 0.91314 -0.01200 2.51106 0.2 0.8 -0.9 0.313
H -0.00852 2.10801 1.26884 -0.4 -0.1 -0.3 0.232
H 1.59846 1.99736 0.88096 1.3 0.2 0.0 0.238
H 0.39610 -2.95774 0.71350 0.8 -1.1 -0.8 0.268
H -1.05507 -2.13684 0.15732 -2.0 -0.7 -1.0 0.297
H -0.69670 -2.52646 1.98758 -0.3 0.5 -1.6 0.297
H 0.40874 2.43057 -1.20824 0.2 -2.4 1.3 0.420
H -1.11118 -0.57111 -2.85394 0.5 1.2 1.3 0.424
H -1.03323 1.06281 -3.11113 0.4 1.1 0.0 0.404



Result set for relative energy (zero: lowest compared OMol25 entry of this formula, charge and spin): 68.9 111.8 101.0 121.3 kcal/mol, one per record in the order listed.